# 1
ORCA calculation (ωB97M-V/def2-TZVPD) on C21H27CrN14S2 as an isolated structure at a distorted geometry.

Cartesian coordinates (Å):
H1 -4.555 -0.834 1.536
H2 1.111 2.425 4.612
N1 0.976 3.281 -3.364
H3 -3.666 3.947 1.491
C1 -3.173 -3.906 -4.063
H4 0.833 -2.709 4.826
C2 -1.798 3.041 1.423
H5 2.261 -3.017 3.749
C3 -3.612 -1.384 -0.225
H6 -3.197 -4.183 -5.126
C4 0.078 -3.848 2.311
C5 4.671 0.424 2.008
C6 0.832 0.656 -4.192
C7 0.921 -1.551 -3.667
H7 0.975 4.708 -0.424
C8 1.493 3.055 3.794
C9 3.138 0.101 0.161
C10 0.816 0.912 -2.840
N2 -2.655 -1.659 -2.217
H8 1.148 5.328 -2.948
C11 3.743 1.305 2.563
C12 0.845 -1.268 -2.280
C13 0.893 2.295 -2.477
H9 -2.840 -0.524 1.412
C14 4.367 -0.201 0.778
H10 2.863 -0.264 -0.815
C15 0.168 -1.399 2.000
S1 -1.896 2.016 -0.001
N3 -2.731 3.907 1.875
N4 0.735 -0.005 -1.841
H11 -2.185 -3.517 -3.827
H12 5.056 -0.891 0.321
N5 -2.475 -1.277 -0.906
C16 2.509 1.519 1.929
S2 -4.912 -2.119 -1.086
H13 -3.341 -4.801 -3.466
N6 0.917 -0.616 -4.600
N7 -0.155 -0.435 1.379
N8 -3.672 -1.006 1.071
H14 -0.270 -4.383 3.210
H15 -0.727 -3.839 1.570
H16 -5.187 -3.156 -3.772
C17 0.981 4.060 -1.274
N9 0.322 2.330 1.769
H17 -2.472 4.338 2.760
C18 -4.180 -2.783 -3.787
N10 -0.701 3.065 2.201
H18 3.952 1.831 3.484
H19 0.806 3.920 3.716
C19 1.364 -2.386 3.898
C20 1.429 2.343 2.504
H20 0.775 -2.020 -1.506
H21 5.573 0.213 2.540
Cr1 0.270 1.072 0.144
H22 1.022 -2.578 -4.014
N11 0.857 2.746 -1.179
H23 0.808 1.460 -4.921
N12 0.494 -2.464 2.691
H24 0.913 -4.402 1.872
N13 2.226 0.902 0.736
H25 2.523 3.357 4.023
C21 -3.839 -2.165 -2.464
H26 1.703 -1.344 4.052
H27 -4.174 -2.004 -4.547
N14 1.045 4.381 -2.579

Atoms 1-6, force components in eV/Å:
0.373 -0.063 -0.236
0.103 0.083 -0.191
0.270 0.005 0.998
0.279 0.057 0.198
0.083 0.269 -0.765
0.193 0.141 -0.931

Its frontier orbital gap (spin up / spin down) is 6.523 / 6.229 eV. The calculation puts the energy above the lowest of the compared OMol25 structures with the same formula, charge and spin at 0.00 kcal per mole. As for the multiplicity: 4. As for the total charge: +2.

The molecule's Mulliken atomic charges, reported in e, are given here:
1 H 0.232
2 H 0.284
3 N -0.585
4 H 0.232
5 C -0.887
6 H 0.329
7 C 0.538
8 H 0.341
9 C 0.262
10 H 0.335
11 C -0.923
12 C -0.570
13 C -0.624
14 C -0.496
15 H 0.568
16 C -1.671
17 C -0.349
18 C 0.250
19 N -0.591
20 H 0.233
21 C -0.879
22 C -0.553
23 C 0.070
24 H 0.092
25 C -1.022
26 H 0.593
27 C 0.455
28 S -0.320
29 N -0.375
30 N 0.967
31 H 0.163
32 H 0.506
33 N 0.131
34 C 0.605
35 S -0.188
36 H 0.306
37 N -0.503
38 N -0.010
39 N -0.357
40 H 0.341
41 H 0.318
42 H 0.376
43 C -0.327
44 N 1.630
45 H 0.250
46 C -0.413
47 N -1.558
48 H 0.392
49 H 0.404
50 C -0.857
51 C 0.635
52 H 0.531
53 H 0.507
54 Cr -0.287
55 H 0.449
56 N 0.446
57 H 0.530
58 N 0.006
59 H 0.338
60 N 0.449
61 H 0.492
62 C 0.267
63 H 0.253
64 H 0.259
65 N -0.018

---

# 2
ORCA calculation (ωB97M-V/def2-TZVPD) on C11H13NOS3V as an isolated structure.

Cartesian coordinates (Å):
H1 2.510 1.363 3.449
H2 2.152 4.410 -0.723
C1 2.508 -0.381 0.521
N1 1.717 3.520 -0.571
V1 0.373 0.556 0.051
H3 4.209 -0.536 -0.782
C2 2.895 0.944 2.530
H4 4.857 1.708 2.807
C3 -2.446 -1.761 -0.032
C4 4.199 1.137 2.166
H5 -2.014 -1.684 -2.141
S1 0.331 0.028 2.234
H6 5.714 0.751 0.674
C5 2.021 0.165 1.736
H7 -4.923 -1.871 -1.215
H8 -1.426 -1.981 0.283
C6 3.850 -0.123 0.152
S2 1.476 -1.262 -0.613
H9 -4.373 -1.292 -2.782
C7 -4.116 -1.344 -1.725
C8 1.221 2.498 -0.402
H10 -3.557 0.782 -1.853
C9 4.683 0.596 0.962
C10 -2.795 -2.067 -1.482
S3 -2.703 0.012 0.160
O1 -1.484 0.664 -0.560
H11 -4.886 0.473 -0.720
H12 -2.874 -3.141 -1.645
C11 -3.971 0.065 -1.144
H13 -3.144 -2.231 0.665

Atoms 1-6, force components in eV/Å:
0.001 0.000 0.000
0.011 -0.005 0.006
0.038 0.032 0.036
0.022 -0.010 -0.025
-0.047 -0.011 0.094
0.001 0.002 0.001

Its frontier orbital gap (spin up / spin down) is 7.815 / 8.252 eV. As for the multiplicity: 3. As for the total charge: +1.

The molecule's Mulliken atomic charges, reported in e, are given here:
1 H 0.429
2 H 0.337
3 C 0.676
4 N -0.005
5 V 0.594
6 H 0.429
7 C -0.572
8 H 0.401
9 C -0.590
10 C -0.569
11 H 0.241
12 S -0.375
13 H 0.398
14 C 0.546
15 H 0.320
16 H 0.324
17 C -0.614
18 S -0.385
19 H 0.329
20 C -0.638
21 C 0.078
22 H 0.293
23 C -0.543
24 C -0.563
25 S 0.416
26 O -0.640
27 H 0.409
28 H 0.407
29 C -0.541
30 H 0.410

---

# 3
ORCA calculation (ωB97M-V/def2-TZVPD) on C11H11CoF3N4O3S5 as an isolated structure.

Cartesian coordinates (Å):
H1 -4.027 -3.670 1.456
S1 2.667 3.075 0.491
F1 -3.097 1.388 3.999
F2 -3.931 -0.373 4.920
H2 2.089 -3.052 -2.675
C1 3.528 -3.151 0.224
O1 0.220 -2.098 -0.870
C2 -2.333 -0.222 1.742
C3 1.746 1.807 0.194
H3 4.515 -3.548 0.481
S2 3.111 -0.371 -2.558
O2 0.385 -2.493 -3.296
N1 2.871 -3.013 -2.029
H4 1.832 -4.215 -0.639
C4 2.856 -3.946 -0.903
C5 -2.510 -2.339 0.747
H5 2.922 -3.132 1.134
F3 -5.100 0.755 3.499
H6 4.099 0.181 -0.173
C6 -3.548 -2.709 1.575
N2 3.645 -1.819 -0.339
C7 3.206 -1.750 -1.624
O3 -1.608 -3.182 -2.079
H7 -4.722 -2.082 3.259
N3 1.084 0.849 -0.010
S3 -0.513 -2.237 -2.192
H8 3.311 -0.504 1.259
Co1 -0.392 -0.241 -0.272
C8 -3.940 -1.815 2.556
H9 -2.137 -2.989 -0.035
N4 -1.918 -1.147 0.857
S4 -1.521 1.273 1.520
H10 5.019 -0.881 0.924
H11 3.405 -4.853 -1.148
C9 -3.845 0.318 3.756
S5 -1.285 -0.329 -2.336
C10 -3.342 -0.570 2.659
C11 4.043 -0.697 0.468

Atoms 1-6, force components in eV/Å:
0.040 0.022 0.022
0.011 -0.018 -0.012
0.064 0.079 0.022
-0.036 -0.015 0.072
0.113 0.130 -0.154
-0.011 0.138 -0.036

Its frontier orbital gap (spin up / spin down) is 7.569 / 5.557 eV. The calculation puts the energy above the lowest of the compared OMol25 structures with the same formula, charge and spin at 0.00 kcal per mole. As for the multiplicity: 5. As for the total charge: -1.

The molecule's Mulliken atomic charges, reported in e, are given here:
1 H 0.403
2 S -0.415
3 F -0.255
4 F -0.274
5 H 0.333
6 C -0.597
7 O -0.351
8 C 1.150
9 C 0.698
10 H 0.337
11 S -0.376
12 O -0.791
13 N -0.240
14 H 0.105
15 C -0.396
16 C -0.066
17 H 0.333
18 F -0.264
19 H 0.263
20 C -1.023
21 N 0.176
22 C 0.112
23 O -0.723
24 H 0.406
25 N -0.457
26 S 1.288
27 H 0.295
28 Co -0.051
29 C -0.296
30 H 0.474
31 N -0.419
32 S -0.416
33 H 0.306
34 H 0.354
35 C 0.716
36 S -0.256
37 C -0.093
38 C -0.990

---

# 4
ORCA calculation (ωB97M-V/def2-TZVPD) on a 2-piece molecular cluster, C4H12OS overall at a distorted geometry.

Cartesian coordinates (Å):
C1 1.568 -1.659 0.336
H1 -1.616 -0.497 -1.922
O1 1.967 0.683 -0.020
H2 -2.909 -0.182 0.090
H3 1.245 -2.395 1.106
C2 -2.006 0.428 0.007
H4 -1.110 0.134 0.542
C3 -1.498 0.508 -1.455
C4 2.160 -0.424 0.922
H5 1.560 -0.203 1.816
H6 -3.706 2.325 0.575
H7 3.170 -0.427 1.214
H8 0.822 -1.353 -0.392
H9 2.368 -2.308 -0.135
S1 -2.288 2.123 0.745
H10 -1.945 1.242 -2.165
H11 2.626 1.296 0.175
H12 -0.407 0.709 -1.440

Atoms 1-6, force components in eV/Å:
1.873 -2.240 -0.290
0.061 0.422 0.170
-1.354 -2.665 0.070
0.389 -0.067 0.363
-0.555 0.911 -0.303
0.189 1.860 -1.123

Its frontier orbital gap (spin up / spin down) is 2.104 / 8.287 eV. The calculation puts the energy above the lowest of the compared OMol25 structures with the same formula, charge and spin at 22.76 kcal per mole. As for the multiplicity: 2. As for the total charge: -1.

The molecule's Mulliken atomic charges, reported in e, are given here:
1 C -0.885
2 H 0.315
3 O -0.123
4 H 0.563
5 H 0.372
6 C -1.134
7 H -0.083
8 C -1.050
9 C -0.858
10 H 0.343
11 H 0.242
12 H 0.409
13 H 0.080
14 H 0.311
15 S -0.223
16 H 0.499
17 H 0.119
18 H 0.103